ORCA calculation (ωB97M-V/def2-TZVPD) on the molecule C4H7NO.

Output
- multiplicity = 1
- orbital gap (eV) = 11.69
- SMILES = C[C@@H](O)CC#N
- highest occupied orbital energy (eV) = -10.97
- energy relative to the best compared isomer or geometry (same formula, charge and spin) (kcal/mol) = 23.90
- molecular weight (Da) = 85.11
- E_LUMO (Ha) = 0.02632

CARTESIAN COORDINATES (ANGSTROEM)
C1 -0.90 -0.88 -0.22
C2 -0.31 0.53 -0.31
O1 -1.12 1.53 0.27
C3 1.00 0.54 0.49
C4 1.80 -0.63 0.14
N1 2.36 -1.59 -0.19
H1 -1.69 -1.03 -0.96
H2 -0.13 -1.63 -0.41
H3 -1.29 -1.05 0.79
H4 -0.09 0.78 -1.35
H5 -2.00 1.51 -0.14
H6 0.75 0.50 1.56
H7 1.61 1.43 0.31